Record 1
Below is a molecular structure, C51H52HfN4O2SSbSiTe, with properties calculated with ωB97M-V/def2-TZVPD.

Computed properties:
Orbital gap   7.2 eV
Energy above the lowest of the compared OMol25 structures with the same formula, charge and spin   141.1 kJ/mol
Lowest unoccupied orbital energy   -2.740 eV
Net charge   +1
Energy   -97633.4202 eV

```
114
C51H52HfN4O2SSbSiTe, DFT ωB97M-V/def2-TZVPD
Hf 1.02517 -0.03364 0.52377
C 0.10171 -1.02500 4.89488
C 1.10571 -0.37686 5.59771
C 2.05728 0.36022 4.91083
C 1.99202 0.46323 3.52260
C 0.96798 -0.15831 2.78180
C 0.04807 -0.91759 3.51129
C 3.00872 1.22026 2.76304
C 3.96286 2.05300 3.34096
C 4.79647 2.81471 2.54141
C 4.72670 2.69426 1.15807
C 5.46487 3.55061 0.21461
C 5.33016 3.47387 -1.11018
C 4.50948 2.41716 -1.77857
C 3.68852 1.55636 -0.79537
C 3.82340 1.76789 0.66396
N 2.94976 1.09605 1.41896
H -0.63367 -1.62314 5.41854
H 1.16231 -0.45910 6.67489
H 2.85637 0.82792 5.47043
H -0.73408 -1.46859 2.99777
H 4.01883 2.14645 4.41445
H 5.49152 3.51203 2.99392
H 6.11397 4.30275 0.64656
H 5.87821 4.16286 -1.74168
H 5.14815 1.81650 -2.43085
H 3.75959 0.49105 -1.01640
O -2.55291 0.69205 -0.85161
C -1.66097 1.48613 -0.58663
O -0.64966 1.26297 0.17425
H -1.68525 2.49133 -1.04204
C 3.16492 2.82200 -2.49042
C 2.38345 2.14288 -1.34653
N 1.46246 1.05065 -1.60403
C 1.29520 0.64315 -2.79879
C 2.01409 1.18798 -3.97003
C 2.92176 2.15951 -3.80082
C 1.86798 0.54354 -5.28487
C 0.79381 0.01445 -5.87568
C -0.60968 0.03997 -5.43970
C -1.53414 -0.78723 -6.06919
C -2.85252 -0.68365 -5.66938
N -3.24414 0.17168 -4.72931
C -2.28711 0.91637 -4.18692
N -0.99356 0.89897 -4.48586
H 3.01145 3.89986 -2.56476
H 1.90523 2.84066 -0.65312
H 0.66594 -0.22557 -2.94315
H 3.50337 2.49439 -4.65407
H 2.79328 0.49529 -5.85000
H 0.95144 -0.46065 -6.83670
H -1.23224 -1.47798 -6.84364
H -3.62160 -1.30172 -6.11883
H -2.60185 1.60822 -3.41506
C -0.14382 5.07802 0.95886
Te 0.37348 3.47981 2.27001
C 1.56692 4.67611 3.56952
H 0.75438 5.54859 0.56744
H -0.75201 5.80680 1.48639
H -0.72091 4.65969 0.13672
H 0.95339 5.44477 4.03043
H 2.39208 5.12290 3.02141
H 1.95737 4.01793 4.34261
S -0.67001 -1.87734 -0.06484
Sb -2.83719 -1.40453 0.65597
C -3.54029 0.24773 1.74397
C -4.91293 0.46249 1.66812
C -5.49025 1.48712 2.40451
C -4.69992 2.29120 3.21196
C -3.33099 2.07529 3.28300
C -2.74582 1.05041 2.55227
C -3.04829 -2.93484 2.09983
C -2.65535 -4.23372 1.78444
C -2.77772 -5.24384 2.72514
C -3.28586 -4.96071 3.98692
C -3.67377 -3.66905 4.30690
C -3.55672 -2.65490 3.36387
C -4.26373 -1.95218 -0.77204
C -5.28613 -2.80250 -0.35846
C -6.27234 -3.17688 -1.26085
C -6.23143 -2.70683 -2.56609
C -5.20708 -1.86334 -2.97364
C -4.22010 -1.48328 -2.07875
H -5.53911 -0.15231 1.03119
H -6.55694 1.65687 2.34274
H -5.15232 3.08931 3.78569
H -2.70544 2.70393 3.90224
H -1.67911 0.89336 2.62292
H -2.24362 -4.46165 0.80781
H -2.47349 -6.25163 2.47574
H -3.37807 -5.75021 4.72102
H -4.07018 -3.44783 5.28920
H -3.86415 -1.64776 3.62283
H -5.31723 -3.18263 0.65575
H -7.06956 -3.83509 -0.94259
H -7.00308 -2.99659 -3.26724
H -5.17529 -1.47867 -3.98475
H -3.43795 -0.81195 -2.39889
C 3.63495 -4.35807 -0.80216
Si 3.13814 -2.62015 -1.29626
C 4.67157 -1.70850 -1.92733
C 1.92589 -2.76947 -2.73133
C 2.41927 -1.73875 0.19012
H 4.09495 -4.89414 -1.63496
H 2.76048 -4.92822 -0.48068
H 4.34574 -4.35038 0.02647
H 5.38319 -2.41407 -2.36026
H 5.19581 -1.18103 -1.12673
H 4.42670 -0.98579 -2.71144
H 2.18310 -3.63574 -3.34477
H 1.96308 -1.89843 -3.38833
H 0.89557 -2.90251 -2.39290
H 3.26495 -1.49203 0.85131
H 1.85834 -2.52505 0.71952
```

Record 2
Below is a molecular structure, C51H52N4O8SiTeV in a non-equilibrium geometry, with properties calculated with ωB97M-V/def2-TZVPD.

Computed properties:
Expectation value of S²   0.759
2S+1   2
Orbital gap (spin up / spin down)   7.3 / 7.7 eV
Energy above the lowest of the compared OMol25 structures with the same formula, charge and spin   0.0 kJ/mol
Lowest unoccupied orbital energy (spin up / spin down)   -5.835 / -5.426 eV
Net charge   +2
Energy   -116922.0325 eV

```
118
C51H52N4O8SiTeV, DFT ωB97M-V/def2-TZVPD
V 1.06880 -0.33408 -1.00381
O 3.63712 -0.16503 -5.07844
C 2.94536 -0.30109 -3.95130
O 1.74893 -0.25856 -3.86613
C 3.82460 -0.54121 -2.76270
C 5.20437 -0.55525 -2.85164
C 5.94442 -0.82218 -1.70644
C 5.28009 -1.09693 -0.52782
C 3.89505 -1.05337 -0.52990
N 3.17654 -0.76192 -1.60845
C 3.05341 -1.42195 0.67777
O 3.73694 -1.13955 1.83777
O 1.83654 -0.84078 0.63117
H 3.00876 -0.01692 -5.80484
H 5.67953 -0.36223 -3.80076
H 7.02491 -0.82482 -1.74436
H 5.80476 -1.32376 0.38846
H 3.64493 -1.88429 2.44601
C -5.46472 0.99971 5.88417
C -4.43699 0.62401 4.85947
C -3.07835 0.69601 5.14264
C -2.09880 0.35899 4.21686
C -0.65984 0.51538 4.65408
C -2.54152 -0.08910 2.95936
Te -0.81054 -0.51684 1.79312
N -0.74036 -0.51667 -0.20507
C -1.28777 -0.54426 -1.42839
O -0.37932 -0.50310 -2.32357
C -2.69690 -0.58444 -1.82754
C -3.05017 -1.39201 -2.91130
C -4.36616 -1.40211 -3.33810
C -5.30941 -0.58934 -2.71862
C -4.94540 0.24080 -1.66831
C -3.63644 0.23859 -1.21341
C -0.60051 -2.58023 2.12456
C 0.50209 -2.86630 2.92454
C 0.77666 -4.17443 3.28889
C -0.04339 -5.18848 2.81895
C -1.11806 -4.89197 1.99657
C -1.43230 -3.58347 1.63044
C -2.63323 -3.34229 0.76799
C -3.88914 -0.16493 2.62546
C -4.39711 -0.59927 1.28365
C -4.81640 0.19127 3.59777
H -5.00138 1.34144 6.80663
H -6.10222 0.14729 6.11901
H -6.10865 1.79499 5.50849
H -2.76020 1.02741 6.12239
H -0.64249 0.75926 5.71449
H -0.14680 1.32091 4.12386
H -0.06502 -0.39586 4.55012
H -2.29856 -2.00060 -3.38802
H -4.65755 -2.03104 -4.16663
H -6.33275 -0.59319 -3.06818
H -5.67846 0.89260 -1.21305
H -3.32714 0.91226 -0.42157
H 1.15224 -2.06809 3.26492
H 1.61993 -4.39551 3.92723
H 0.15435 -6.21569 3.09119
H -1.74715 -5.69284 1.63084
H -2.84242 -4.21964 0.15840
H -2.50485 -2.50112 0.08215
H -3.51343 -3.15126 1.38474
H -3.62464 -1.08370 0.68268
H -4.77107 0.25679 0.72529
H -5.22213 -1.30236 1.39385
H -5.86795 0.12357 3.34892
C 3.01957 4.56583 1.11140
C 2.62203 3.13887 0.70711
C 1.98803 2.43920 1.91789
C 3.90750 2.40126 0.30583
Si 1.43154 3.03604 -0.74576
O 1.26787 1.30540 -1.02934
C 2.05916 3.67613 -2.36640
C 1.83358 2.94394 -3.53554
C 2.22427 3.43259 -4.77366
C 2.84522 4.66881 -4.86648
C 3.05478 5.42195 -3.72060
C 2.66026 4.93301 -2.48526
C -0.31514 3.58829 -0.43765
C -1.36690 2.99896 -1.14744
C -2.65822 3.49921 -1.06178
C -2.92917 4.58809 -0.24588
C -1.90321 5.18407 0.46988
C -0.61022 4.69335 0.36624
H 3.69096 4.50212 1.97128
H 2.17884 5.18545 1.41654
H 3.56518 5.08480 0.32607
H 2.67456 2.48671 2.76760
H 1.79391 1.38142 1.72208
H 1.05375 2.91895 2.21978
H 4.62972 2.44981 1.12421
H 4.37231 2.84312 -0.57692
H 3.72190 1.34652 0.10229
H 1.32396 1.98820 -3.49299
H 2.02616 2.85877 -5.66934
H 3.14891 5.05363 -5.83049
H 3.51938 6.39566 -3.79136
H 2.81494 5.55798 -1.61649
H -1.16985 2.17804 -1.83189
H -3.44866 3.05918 -1.65457
H -3.93417 4.98318 -0.18389
H -2.10470 6.04269 1.09513
H 0.17104 5.19809 0.91693
C -0.19500 -5.81609 -2.71819
N 0.62505 -5.04174 -1.78764
C 1.50126 -5.63959 -0.96102
C 2.25126 -4.91264 -0.10239
C 2.09668 -3.50828 -0.16950
O 2.91658 -2.86447 0.67342
N 1.26550 -2.88211 -0.97263
C 0.43087 -3.65570 -1.77252
O -0.45420 -3.17393 -2.44013
H -0.10553 -6.86739 -2.46038
H 0.14705 -5.65144 -3.73844
H -1.22998 -5.49557 -2.63772
H 1.56257 -6.71796 -1.02264
H 2.95620 -5.35957 0.57660
```

Record 3
Below is a molecular structure, C51H53CsN10P2S2 in a non-equilibrium geometry, with properties calculated with ωB97M-V/def2-TZVPD.

Computed properties:
Orbital gap   5.6 eV
Energy above the lowest of the compared OMol25 structures with the same formula, charge and spin   44.8 kJ/mol
Lowest unoccupied orbital energy   3.756 eV
Net charge   -2
Energy   -109446.4817 eV

```
119
C51H53CsN10P2S2, DFT ωB97M-V/def2-TZVPD
Cs -0.03145 0.27271 0.84610
C -0.22356 4.95298 7.34325
C -0.82641 4.36084 6.09928
C -2.10309 3.80370 6.09081
C -2.60474 3.17797 4.97113
C -1.87902 3.04561 3.75847
N -2.30173 2.25731 2.75584
C -3.59548 2.21773 2.39178
C -4.37191 3.39172 2.21152
C -5.63677 3.38240 1.66548
C -6.24634 2.19916 1.25119
C -7.59056 2.18506 0.57666
C -5.53619 1.02633 1.46466
C -4.27842 1.01646 2.05090
N -3.75086 -0.26659 2.38517
C -4.45842 -1.28661 2.92287
C -3.60187 -2.35444 3.05448
C -2.37163 -1.87101 2.57297
N -2.47845 -0.61506 2.17086
C -0.63290 3.74134 3.75021
C -0.11959 4.31636 4.90506
N 0.10171 3.97381 2.54788
C 0.83040 5.08513 2.27181
C 1.31960 4.95227 0.99534
C 0.80338 3.72093 0.55480
N 0.08006 3.14021 1.49863
H -0.99906 5.19641 8.07215
H 0.32676 5.87190 7.12660
H 0.47475 4.26520 7.82928
H -2.70545 3.83434 6.99401
H -3.58392 2.71480 5.00581
H -3.90919 4.33137 2.48987
H -6.15754 4.32498 1.52656
H -8.05116 3.17388 0.61418
H -8.27794 1.48135 1.05440
H -7.51267 1.89863 -0.47520
H -5.96889 0.07673 1.16597
H -5.49445 -1.16037 3.18396
H -3.82513 -3.32796 3.45379
H -1.42107 -2.37955 2.49473
H 0.87085 4.75626 4.86300
H 0.91508 5.88558 2.98411
H 1.93714 5.64554 0.45216
H 0.92811 3.24167 -0.40858
S 1.30340 1.85060 -2.61407
P 2.41229 0.25775 -2.05091
C 1.54829 -0.91568 -1.23288
P 2.19798 -2.17621 -0.35831
S 1.22015 -2.67649 1.34902
C 3.99216 -2.08026 0.06035
C 4.96979 -2.47227 -0.85045
C 6.31637 -2.31552 -0.56175
C 6.70593 -1.74135 0.63969
C 5.73988 -1.34095 1.55188
C 4.39533 -1.52293 1.26903
C 2.14937 -3.79232 -1.26733
C 2.86958 -4.90724 -0.85006
C 2.73267 -6.12186 -1.50135
C 1.84828 -6.24776 -2.56754
C 1.11241 -5.14696 -2.97916
C 1.27113 -3.92737 -2.33584
C 3.84047 0.97923 -1.10710
C 3.54918 1.55735 0.12873
C 4.51318 2.20514 0.87510
C 5.82216 2.26073 0.40944
C 6.13988 1.65847 -0.79604
C 5.15741 1.02736 -1.55078
C 3.29581 -0.25345 -3.60227
C 3.74580 0.70112 -4.51533
C 4.40352 0.32129 -5.67336
C 4.60763 -1.02616 -5.95092
C 4.14553 -1.98271 -5.06192
C 3.49685 -1.59137 -3.89724
H 4.68014 -2.90611 -1.79941
H 7.06076 -2.62723 -1.28474
H 7.75743 -1.59880 0.86135
H 6.03415 -0.88141 2.48785
H 3.63525 -1.23652 1.98776
H 3.53645 -4.82132 0.00116
H 3.30782 -6.97874 -1.16971
H 1.73157 -7.20142 -3.06925
H 0.41549 -5.23646 -3.80526
H 0.72665 -3.04260 -2.65532
H 2.53428 1.49963 0.49587
H 4.24472 2.66016 1.82093
H 6.58986 2.75861 0.99098
H 7.16204 1.67427 -1.15717
H 5.43020 0.56388 -2.49039
H 3.55162 1.74719 -4.30893
H 4.74776 1.07728 -6.37019
H 5.11216 -1.32454 -6.86280
H 4.28138 -3.03745 -5.27103
H 3.12316 -2.33715 -3.21387
C -3.78707 -1.12093 -1.03549
N -4.55854 -1.97000 -1.96141
C -4.21897 -3.36462 -1.66703
N -2.79105 -3.64767 -1.79684
C -2.06807 -2.75126 -0.87749
N -2.35447 -1.34627 -1.15903
C -1.94485 -1.05650 -2.53492
N -2.66319 -1.90925 -3.49971
C -4.09449 -1.67512 -3.32091
C -2.38522 -3.30433 -3.16095
H -4.09417 -1.35249 -0.01264
H -4.00944 -0.07198 -1.24635
H -4.77172 -4.01253 -2.35670
H -4.52972 -3.59116 -0.64316
H -0.99268 -2.92031 -0.96382
H -2.37079 -2.97749 0.14665
H -0.86624 -1.20912 -2.61753
H -2.16793 -0.01410 -2.76625
H -4.64807 -2.30858 -4.02334
H -4.30902 -0.62663 -3.54291
H -1.31333 -3.48493 -3.26010
H -2.92168 -3.95346 -3.86256
N -2.55536 2.37237 -1.57901
H -2.25093 3.33929 -1.52652
H -1.70986 1.84291 -1.78139
H -2.83038 2.12554 -0.63101
```

Record 4
Below is a molecular structure, C51H53Ge2I2N2OS4V in a non-equilibrium geometry, with properties calculated with ωB97M-V/def2-TZVPD.

Computed properties:
Orbital gap (spin up / spin down)   4.7 / 4.7 eV
Lowest unoccupied orbital energy (spin up / spin down)   -8.240 / -8.249 eV
Net charge   +2
Energy   -257028.7818 eV

```
116
C51H53Ge2I2N2OS4V, DFT ωB97M-V/def2-TZVPD
V 0.29985 -0.66620 -2.48233
C 0.91351 6.32898 -1.94732
C -0.15295 5.50967 -1.26954
C -1.13610 4.85473 -2.01976
C -2.12466 4.07755 -1.42161
C -3.30868 3.56304 -2.21210
C -2.09761 3.88716 0.00234
C -1.10057 4.52302 0.79238
C -1.06368 4.38273 2.29190
C -0.16031 5.31313 0.13149
C -3.08705 2.95492 0.60659
C -4.19193 3.42508 1.32482
C -5.17933 2.57263 1.78083
C -4.99958 1.22389 1.52170
C -3.87868 0.70168 0.84831
C -2.92096 1.58825 0.37729
Ge -1.16178 1.01243 -0.40655
S -1.03027 1.03558 -2.66139
S -0.35188 -1.21124 -0.25262
Ge 1.64217 -0.11449 0.18247
S 2.19101 0.31235 -1.96192
S 0.60318 1.77443 0.77145
C 3.11883 -0.99131 1.20324
C 4.15321 -1.66173 0.53048
C 5.28315 -2.09923 1.24733
C 5.41431 -1.92945 2.62709
C 4.38949 -1.25990 3.24774
C 3.24348 -0.79587 2.57479
C 2.14397 -0.15838 3.36175
C 1.01970 -0.94098 3.76021
C 0.96307 -2.42258 3.45996
C 0.02805 -0.31753 4.52997
C 0.05246 1.05682 4.81457
C -1.07419 1.69295 5.59996
C 1.13782 1.81213 4.35701
C 2.19324 1.24295 3.65155
C 3.38274 2.05946 3.17285
C 4.02174 -1.98251 -0.91685
C 3.06754 -2.93718 -1.33864
C 2.21588 -3.77126 -0.38040
C 2.88866 -3.11939 -2.72178
C 3.70019 -2.50610 -3.68233
C 3.57596 -2.82536 -5.15204
C 4.68878 -1.61586 -3.21941
C 4.86749 -1.32427 -1.86515
C 5.91359 -0.32028 -1.42858
C -3.82930 -0.75929 0.57660
C -3.46565 -1.66581 1.61740
C -3.02905 -1.11500 2.97185
C -3.46316 -3.03175 1.35720
C -3.89505 -3.56817 0.13635
C -4.02065 -5.05592 -0.08944
C -4.21021 -2.66685 -0.88290
C -4.15822 -1.26838 -0.71170
C -4.57250 -0.37912 -1.87531
H 0.86565 6.20866 -3.03904
H 1.91933 6.03616 -1.58790
H 0.80764 7.41036 -1.72755
H -1.15913 5.01074 -3.09692
H -3.28095 3.95016 -3.23357
H -4.24366 3.93332 -1.74614
H -3.35324 2.46663 -2.28342
H -1.24990 3.34681 2.61035
H -1.82932 5.01640 2.76910
H -0.09007 4.68164 2.68551
H 0.59751 5.81742 0.72575
H -4.26050 4.49324 1.49793
H -6.05366 2.96723 2.29825
H -5.71516 0.48022 1.86785
H 6.03988 -2.57129 0.64162
H 6.25139 -2.29407 3.20213
H 4.43368 -1.07324 4.31559
H 1.94545 -2.90754 3.61789
H 0.66227 -2.60374 2.41599
H 0.23122 -2.90644 4.12753
H -0.79834 -0.92526 4.90801
H -1.90335 0.97876 5.75012
H -1.46955 2.58814 5.08900
H -0.71405 2.01629 6.59228
H 1.17265 2.87610 4.56580
H 3.27292 3.09141 3.48732
H 3.49378 2.00765 2.07824
H 4.30504 1.66250 3.61804
H 2.59334 -3.75089 0.64651
H 2.24178 -4.83007 -0.71356
H 1.16302 -3.44904 -0.39344
H 2.08488 -3.75887 -3.06321
H 2.59019 -3.29151 -5.35976
H 4.38556 -3.52398 -5.46460
H 3.65042 -1.93004 -5.78015
H 5.33509 -1.13314 -3.94822
H 6.38459 0.16082 -2.29369
H 6.71404 -0.82738 -0.85992
H 5.50312 0.46840 -0.78557
H -2.14732 -0.45273 2.87729
H -2.75657 -1.93865 3.64338
H -3.82077 -0.49355 3.44353
H -3.14768 -3.69928 2.16078
H -3.77635 -5.60181 0.83218
H -3.33621 -5.44221 -0.88147
H -5.05840 -5.31533 -0.39434
H -4.55228 -3.05097 -1.84184
H -5.33004 -0.92234 -2.46599
H -3.71922 -0.15234 -2.54328
H -5.00344 0.57174 -1.55061
I 1.03853 2.83166 -5.06910
I 1.76849 2.36686 -7.60291
O 1.45227 -0.75570 -6.76033
C 1.08542 -0.81043 -5.62901
N 0.74280 -0.88102 -4.45478
C -1.82078 -4.46165 -3.94171
C -1.03566 -3.39415 -3.35002
N -0.47745 -2.50793 -2.85192
H -2.13557 -5.15981 -3.14381
H -1.22074 -4.99107 -4.69813
H -2.72167 -4.05603 -4.44183
```

> Among the records above, which one has the highest energy?

C51H52HfN4O2SSbSiTe